# 1
C5H8O | ωB97M-V/def2-TZVPD

Last column: natural (NBO) charge in e.
Geometry (Å):
O  -1.77009  0.35162  0.64174  -0.72
C  -0.93972  0.08084  -0.41527  0.05
C  0.28937  0.99263  -0.36526  -0.03
C  1.39702  0.24608  0.17157  -0.32
C  1.03026  -1.03705  0.41123  -0.06
C  -0.25809  -1.35004  -0.25464  -0.47
H  -1.27430  1.45889  0.99599  0.32
H  -1.42683  0.16317  -1.41268  0.17
H  -0.49540  2.13980  0.89722  -0.06
H  0.44389  1.80776  -1.06322  0.22
H  2.36616  0.68464  0.37735  0.23
H  1.57744  -1.73757  1.04155  0.22
H  -0.06776  -1.70138  -1.28091  0.23
H  -0.87195  -2.09940  0.25534  0.24

Atomic forces in eV per Å
O 0.30 1.75 0.70
C 0.52 -0.12 -0.14
C -0.43 0.73 0.65
C -0.10 0.03 0.41
C 0.07 0.39 -0.02
C -0.38 0.35 0.00
H -0.94 -2.42 -0.81
H 0.01 0.05 0.45
H 1.05 -0.97 -1.13
H -0.03 -0.06 -0.06
H -0.14 -0.04 0.18
H 0.10 0.07 -0.47
H 0.03 -0.09 0.29
H -0.05 0.33 -0.05

Output
LUMO energy (alpha / beta) ... -0.67 / -0.67 eV
Orbital gap (alpha / beta) ... 8.3 / 8.3 eV
HOMO level (alpha / beta) ... -8.9 / -8.9 eV


# 2
C5H8O | ωB97M-V/def2-TZVPD

Last column: natural (NBO) charge in e.
Geometry (Å):
C  -0.40253  -1.60144  0.11571  -0.60
C  -0.51890  -0.17816  -0.39210  -0.31
C  -1.16098  0.87336  0.52720  -0.05
O  0.00486  1.70543  0.46166  -0.50
C  0.66547  0.71748  -0.23985  0.33
C  1.96771  0.80030  -0.46178  -0.54
H  0.00680  -1.62596  1.13169  0.21
H  0.25228  -2.19870  -0.52581  0.22
H  -1.38759  -2.07535  0.12955  0.21
H  -0.92286  -0.13968  -1.40890  0.22
H  -2.03122  1.39561  0.14567  0.18
H  -1.33292  0.51836  1.54450  0.17
H  2.28955  1.75189  -0.06282  0.22
H  2.57031  0.05685  -0.96472  0.22

Atomic forces in eV per Å
C -0.02 -0.11 0.02
C -0.16 -0.08 0.01
C -0.75 -0.18 0.13
O -0.15 -0.04 -0.07
C 1.19 0.10 -0.13
C -0.77 0.06 0.07
H -0.06 0.05 -0.16
H -0.08 0.08 0.06
H 0.08 -0.03 0.01
H 0.02 -0.05 0.14
H -0.22 0.03 0.00
H -0.06 0.03 0.04
H 1.01 -0.11 -0.17
H -0.03 0.25 0.06

Output
LUMO energy ... 1.06 eV
Orbital gap ... 9.7 eV
HOMO level ... -8.6 eV


# 3
C5H8O | ωB97M-V/def2-TZVPD

Last column: natural (NBO) charge in e.
Geometry (Å):
C  -1.61008  1.13050  -1.02345  -0.66
C  -0.65923  0.31347  -0.20310  0.31
O  -1.32906  0.01016  0.99436  -0.73
C  0.55513  -0.20431  -0.24579  -0.11
C  1.90487  -0.77701  -0.31932  -0.41
C  1.08541  -0.98377  0.91808  -0.42
H  -1.85995  2.02596  -0.43748  0.22
H  -1.29383  1.43215  -2.02101  0.22
H  -2.54346  0.55803  -1.08261  0.23
H  -0.98880  0.62772  1.64946  0.47
H  2.06199  -1.65705  -0.93484  0.23
H  2.75438  -0.10756  -0.22795  0.22
H  0.60186  -1.94153  1.10600  0.22
H  1.32078  -0.42676  1.82764  0.20

Atomic forces in eV per Å
C 0.06 0.02 -0.16
C 0.01 -0.06 -0.03
O -0.62 0.37 0.28
C -0.46 -0.23 1.02
C 0.31 -0.01 -0.29
C -0.05 -0.02 0.08
H 0.10 -0.09 -0.22
H 0.20 -0.16 0.07
H 0.16 0.11 -0.16
H -0.09 -0.14 0.23
H 0.05 0.22 -0.17
H -0.04 -0.04 -0.25
H 0.25 0.12 -0.13
H 0.12 -0.11 -0.29

Output
LUMO energy ... 0.96 eV
SMILES ... CC(O)=C1CC1
Orbital gap ... 9.9 eV
HOMO level ... -9.0 eV


# 4
C5H8O | ωB97M-V/def2-TZVPD

Last column: natural (NBO) charge in e.
Geometry (Å):
O  -2.05017  -1.16055  1.30806  -0.75
C  -1.20213  -0.18806  1.49951  -0.13
C  -0.23350  -0.10399  0.42391  0.46
C  -0.47725  -0.17616  -1.04391  -0.51
C  0.96473  0.36606  -1.25503  -0.39
C  1.23795  0.05790  0.24150  -0.52
H  -0.74205  -0.05593  2.50806  0.17
H  -1.57851  0.90569  1.31127  0.19
H  -0.61310  -1.20822  -1.38515  0.27
H  -1.33530  0.40814  -1.39534  0.25
H  1.58778  -0.15849  -1.98215  0.22
H  0.98426  1.43735  -1.46789  0.21
H  1.70262  -0.93168  0.36755  0.26
H  1.76991  0.76488  0.88696  0.25

Atomic forces in eV per Å
O -0.33 0.05 0.00
C 0.56 -0.02 -0.10
C -0.11 -0.06 0.04
C -0.07 -0.02 -0.02
C 0.16 0.04 -0.20
C 0.00 0.20 0.12
H -0.08 -0.12 -0.12
H 0.06 0.04 0.03
H 0.03 0.09 0.08
H 0.09 -0.15 0.07
H -0.10 0.09 0.11
H -0.02 -0.16 0.04
H -0.09 0.11 0.02
H -0.10 -0.10 -0.08

Output
LUMO energy (alpha / beta) ... -0.97 / -0.99 eV
Orbital gap (alpha / beta) ... 7.0 / 7.0 eV
HOMO level (alpha / beta) ... -8.0 / -8.0 eV


# 5
C5H8O | ωB97M-V/def2-TZVPD

Last column: natural (NBO) charge in e.
Geometry (Å):
C  0.73803  1.33489  -0.13621  -0.67
C  0.57267  -0.16801  0.07952  0.01
C  1.44556  -1.11167  -0.23146  -0.40
C  -0.78919  -0.30794  0.82112  -0.57
C  -1.76629  -0.39144  -0.30102  0.44
H  1.31833  1.63365  -1.18220  0.23
H  1.40306  2.01749  0.78056  0.24
H  -0.40116  1.71357  -0.24887  0.22
H  1.03311  -2.13809  -0.14696  0.20
H  2.43683  -0.91960  -0.66008  0.22
H  -0.84362  -1.25524  1.32497  0.25
H  -0.97330  0.51930  1.53763  0.25
H  -1.20078  -0.99972  -1.36577  0.12
O  -2.97325  0.07281  -0.27125  -0.53

Atomic forces in eV per Å
C 1.08 2.90 -1.02
C 0.19 2.42 1.75
C -0.98 -0.92 -0.18
C 1.22 -0.39 -1.10
C -4.98 0.85 -2.33
H -1.48 -0.91 2.74
H -2.39 -2.29 -2.62
H 2.95 -0.11 0.33
H 0.98 0.43 0.15
H -0.63 -0.12 0.04
H -0.04 -0.60 0.43
H 0.04 -0.56 -0.59
H -2.08 1.71 2.89
O 6.12 -2.42 -0.49

Output
LUMO energy ... 0.49 eV
Orbital gap ... 10.5 eV
HOMO level ... -10.0 eV


# 6
C5H8O | ωB97M-V/def2-TZVPD

Last column: natural (NBO) charge in e.
Geometry (Å):
C  -2.03222  0.67580  -0.07358  -0.39
C  -2.61875  -0.40861  0.42056  -0.38
C  2.05383  0.60986  -0.51167  -0.37
C  1.53707  -0.79792  -0.67395  -0.08
O  1.33649  -0.83476  0.77858  -0.50
C  1.78618  0.46506  0.78338  0.14
H  -2.07034  0.91450  -1.13396  0.19
H  -1.49327  1.37431  0.56198  0.19
H  -2.58550  -0.64311  1.48160  0.19
H  -3.16191  -1.10572  -0.21342  0.19
H  0.55429  -0.91771  -1.13780  0.20
H  2.23006  -1.56935  -1.02106  0.19
H  1.80764  1.06001  1.68850  0.19
H  2.59791  1.34159  -1.07623  0.22

Atomic forces in eV per Å
C -0.08 -0.12 0.06
C 0.06 0.14 -0.06
C 0.17 -0.03 0.22
C -0.04 -0.22 -0.28
O -0.19 -0.04 0.10
C 0.08 0.23 0.21
H 0.00 -0.06 0.15
H -0.07 -0.13 -0.08
H 0.03 0.05 -0.16
H 0.09 0.12 0.07
H 0.18 0.10 -0.10
H -0.06 0.08 0.19
H 0.08 -0.17 -0.01
H -0.25 0.06 -0.29

Output
LUMO energy ... 1.16 eV
Orbital gap ... 10.1 eV
HOMO level ... -8.9 eV


# 7
C5H8O | ωB97M-V/def2-TZVPD

Last column: natural (NBO) charge in e.
Geometry (Å):
O  1.35674  -2.00873  0.40323  -0.70
C  0.81683  -0.76672  0.79114  -0.09
C  0.19378  1.84661  0.41859  -0.11
C  -0.86374  1.06647  -0.14876  -0.40
C  -0.48871  0.15222  -1.31733  -0.41
C  -0.45558  -0.44143  0.03156  -0.15
H  1.63018  -1.90804  -0.51745  0.46
H  0.58268  -0.84152  1.85863  0.18
H  1.52167  0.06221  0.66290  0.21
H  -0.22106  2.40954  1.27618  0.11
H  -1.92427  1.24431  0.03493  0.21
H  0.45444  0.40191  -1.79615  0.23
H  -1.29658  -0.14402  -1.98339  0.23
H  -1.30639  -1.07282  0.28592  0.23

Atomic forces in eV per Å
O 0.01 -0.15 -0.32
C -0.06 0.31 0.16
C -0.44 -0.11 0.02
C 0.02 0.47 0.14
C 0.09 -0.06 -0.06
C 0.08 -0.28 0.02
H 0.03 -0.19 0.13
H 0.06 -0.05 -0.16
H 0.04 -0.30 -0.01
H -0.12 0.16 -0.20
H 0.13 -0.05 -0.02
H -0.15 0.01 0.11
H 0.17 0.06 0.18
H 0.14 0.18 0.01

Output
LUMO energy ... -0.01 eV
Orbital gap ... 8.3 eV
HOMO level ... -8.3 eV


# 8
C5H8O | ωB97M-V/def2-TZVPD

Last column: natural (NBO) charge in e.
Geometry (Å):
C  -0.30759  -1.05372  -0.96190  -0.39
C  1.00804  -0.25811  -0.80013  -0.42
C  0.33249  0.39976  0.38856  0.21
C  -0.64553  -0.78104  0.51427  -0.43
C  -0.16241  1.70719  0.77797  -0.11
O  0.91743  1.07438  1.47306  -0.48
H  -0.25891  -2.09269  -1.28147  0.21
H  -0.99844  -0.49254  -1.60149  0.20
H  1.80370  -0.90523  -0.41261  0.21
H  1.38667  0.32239  -1.64483  0.21
H  -0.27689  -1.52590  1.22325  0.21
H  -1.70974  -0.60597  0.72814  0.20
H  0.03930  2.68960  0.35527  0.19
H  -1.12813  1.52186  1.24191  0.17

Atomic forces in eV per Å
C -0.03 -0.25 -0.24
C 0.13 0.08 -0.06
C -0.31 -0.25 -0.02
C 0.00 -0.15 0.10
C -0.25 0.13 -0.11
O -0.08 -0.22 0.32
H 0.07 0.06 -0.09
H 0.10 -0.23 0.04
H -0.07 0.08 -0.13
H -0.10 0.05 0.20
H 0.10 -0.13 -0.24
H 0.40 0.25 0.09
H 0.07 -0.35 -0.16
H -0.04 0.94 0.31

Output
LUMO energy ... 1.08 eV
SMILES ... C1CC2(C1)CO2
Orbital gap ... 11.0 eV
HOMO level ... -9.9 eV


# 9
C5H8O | ωB97M-V/def2-TZVPD

Last column: natural (NBO) charge in e.
Geometry (Å):
C  1.18513  1.19897  0.57255  -0.62
C  1.19377  -1.07110  -1.36808  0.19
C  -0.09253  -1.22871  -1.26596  -0.61
C  -1.31123  -0.63030  -0.59655  -0.07
O  -1.09228  0.55285  0.10796  -0.52
C  -0.06665  0.50725  1.09227  -0.07
H  0.97345  2.24278  0.32216  0.22
H  1.55860  0.70912  -0.33456  0.22
H  1.98913  1.15985  1.31377  0.22
H  -0.23627  -2.13282  -1.88281  0.31
H  -1.75256  -1.40612  0.05097  0.18
H  -2.04729  -0.38451  -1.36814  0.21
H  0.15294  -0.53139  1.37447  0.17
H  -0.45422  1.01414  1.98196  0.19

Atomic forces in eV per Å
C -0.03 -0.01 0.07
C -0.78 -0.15 0.00
C 0.62 0.18 0.02
C -0.14 -0.10 -0.08
O -0.04 0.04 -0.08
C 0.25 0.01 0.14
H 0.00 -0.15 0.08
H 0.03 0.10 0.09
H -0.10 0.02 -0.06
H 0.02 -0.03 -0.01
H 0.10 0.10 -0.06
H 0.09 -0.10 0.09
H -0.05 0.10 -0.06
H 0.04 -0.03 -0.13

Output
LUMO energy ... -0.05 eV
Orbital gap ... 10.1 eV
HOMO level ... -10.1 eV


Let's list energy above the lowest of the compared OMol25 structures with the same formula, charge and spin in order: 4.600 1.760 2.837 4.739 3.570 3.325 4.891 2.335 4.562 eV.